The following is a quantum chemistry calculation of 10 unconnected molecules or ions with the total composition C15H12BCl36IO2 at a distorted geometry, from OMol25.

Total charge   0
LUMO   -0.100 eV
F_max   0.1708 Eh/bohr
SMILES   ClC(Cl)(Cl)Cl.ClC(Cl)(Cl)Cl.ClC(Cl)(Cl)Cl.ClC(Cl)(Cl)Cl.ClC(Cl)(Cl)Cl.ClC(Cl)(Cl)Cl.ClC(Cl)(Cl)Cl.ClC(Cl)(Cl)Cl.ClC(Cl)(Cl)Cl.O=COCCBCCCI

Each atom is followed by the atoms it is bonded to, with distances in Å.
Atoms and positions in Å:
1 O -4.64 0.67 -1.16  C2 1.335
2 C -3.71 -0.28 -1.19  O1 1.335, O3 1.483, H11 1.193
3 O -2.49 -0.27 -2.04  C2 1.483, C4 1.481
4 C -1.45 0.61 -1.46  O3 1.481, C5 1.639, H12 1.178, H13 1.192
5 C -0.17 -0.19 -0.81  C4 1.639, B6 1.644, H14 1.183, H15 1.194
6 B -0.55 -1.51 0.09  C5 1.644, C7 1.644, H16 1.197
7 C -1.15 -1.53 1.62  B6 1.644, C8 1.639, H17 1.172, H18 1.194
8 C -0.22 -0.77 2.74  C7 1.639, C9 1.640, H19 1.191, H20 1.192
9 C -0.43 0.86 2.75  C8 1.640, I10 2.198, H21 1.189, H22 1.188
10 I -2.46 1.52 3.26  C9 2.198
11 H -3.81 -1.20 -0.44  C2 1.193
12 H -1.86 1.40 -0.69  C4 1.178
13 H -1.01 1.24 -2.37  C4 1.192
14 H 0.51 0.60 -0.25  C5 1.183
15 H 0.50 -0.58 -1.72  C5 1.194
16 H -0.42 -2.58 -0.44  B6 1.197
17 H -2.24 -1.08 1.64  C7 1.172
18 H -1.27 -2.66 1.98  C7 1.194
19 H 0.93 -1.01 2.55  C8 1.191
20 H -0.46 -1.23 3.81  C8 1.192
21 H -0.17 1.35 1.70  C9 1.189
22 H 0.30 1.35 3.55  C9 1.188
23 C -2.63 2.18 -5.04  Cl24 1.782, Cl25 1.782, Cl26 1.782, Cl27 1.782
24 Cl -2.91 2.80 -6.69  C23 1.782
25 Cl -1.85 0.58 -5.13  C23 1.782
26 Cl -1.58 3.31 -4.15  C23 1.782
27 Cl -4.19 2.03 -4.19  C23 1.782
28 C -1.23 5.22 5.42  Cl29 1.782, Cl30 1.782, Cl31 1.782, Cl32 1.782
29 Cl 0.01 4.07 4.87  C28 1.782
30 Cl -0.47 6.50 6.41  C28 1.782
31 Cl -2.04 5.95 4.01  C28 1.782
32 Cl -2.44 4.35 6.41  C28 1.782
33 C 0.89 6.94 10.28  Cl34 1.782, Cl35 1.782, Cl36 1.782, Cl37 1.782
34 Cl 2.40 6.03 10.59  C33 1.782
35 Cl 0.37 7.74 11.79  C33 1.782
36 Cl 1.19 8.17 9.03  C33 1.782
37 Cl -0.37 5.82 9.73  C33 1.782
38 C 2.70 5.95 14.60  Cl39 1.782, Cl40 1.782, Cl41 1.782, Cl42 1.782
39 Cl 1.07 5.34 14.21  C38 1.782
40 Cl 2.88 7.61 13.97  C38 1.782
41 Cl 2.93 5.95 16.36  C38 1.782
42 Cl 3.92 4.90 13.84  C38 1.782
43 C 0.63 -3.59 -3.33  Cl44 1.782, Cl45 1.782, Cl46 1.782, Cl47 1.782
44 Cl 0.53 -5.36 -3.09  C43 1.782
45 Cl 1.82 -2.92 -2.19  C43 1.782
46 Cl 1.15 -3.25 -5.00  C43 1.782
47 Cl -0.96 -2.86 -3.03  C43 1.782
48 C 4.05 -4.31 -7.89  Cl49 1.782, Cl50 1.782, Cl51 1.782, Cl52 1.782
49 Cl 4.69 -3.94 -6.27  C48 1.782
50 Cl 4.19 -6.06 -8.20  C48 1.782
51 Cl 2.34 -3.82 -7.98  C48 1.782
52 Cl 4.99 -3.42 -9.12  C48 1.782
53 C 3.70 -0.43 -11.86  Cl54 1.782, Cl55 1.782, Cl56 1.782, Cl57 1.782
54 Cl 4.95 -1.58 -12.42  C53 1.782
55 Cl 4.46 0.84 -10.88  C53 1.782
56 Cl 2.90 0.30 -13.27  C53 1.782
57 Cl 2.49 -1.30 -10.87  C53 1.782
58 C -5.74 -1.14 3.06  Cl59 1.782, Cl60 1.782, Cl61 1.782, Cl62 1.782
59 Cl -4.40 -2.25 3.44  C58 1.782
60 Cl -5.33 -0.19 1.62  C58 1.782
61 Cl -7.22 -2.09 2.75  C58 1.782
62 Cl -6.02 -0.05 4.44  C58 1.782
63 C 2.89 -9.75 -7.87  Cl64 1.782, Cl65 1.782, Cl66 1.782, Cl67 1.782
64 Cl 4.25 -8.95 -8.70  C63 1.782
65 Cl 3.49 -11.15 -6.94  C63 1.782
66 Cl 2.11 -8.59 -6.77  C63 1.782
67 Cl 1.70 -10.31 -9.08  C63 1.782